A structure of composition C19H40MgN3O9. Source: the Open Molecules 2025 dataset; level of theory: ωB97M-V/def2-TZVPD.

Computed properties:
**Charge**: +2
**2S+1**: 2
**LUMO (spin up / spin down)**: -7.32 / -11.81 eV
**Kohn-Sham gap (spin up / spin down)**: 7.277 / 2.795 eV

Positions of all 72 atoms, in Å:
Mg 1.1641 1.0291 1.7545
C 1.3058 -2.3903 0.1016
C 1.1492 -1.1327 0.9600
O 0.5361 -0.1803 0.3853
O 1.8045 -0.8880 1.9691
H 0.2744 -2.7367 0.0370
H 1.8320 -3.2598 0.4956
H 1.5160 -2.2695 -0.9611
C -0.4364 3.5217 1.1699
O 0.5485 2.7735 1.2470
N -1.3703 3.3654 0.1485
C -1.0338 2.5800 -1.0404
C -2.4916 4.2700 -0.1661
H -0.6970 4.3666 1.8259
H -0.2347 1.8475 -0.9261
H -0.9151 3.1555 -1.9585
H -1.9793 2.1465 -1.3663
H -3.0893 4.5635 0.6968
H -2.1832 5.2131 -0.6172
H -3.1348 3.6487 -0.7894
C 4.1505 1.5959 1.0259
O 2.9196 1.5188 1.1219
N 4.8522 1.7596 -0.1024
C 6.2984 1.7698 -0.0480
C 4.2103 2.1960 -1.4083
H 4.7670 1.3536 1.9054
H 6.5964 2.8158 0.0244
H 6.7044 1.3438 -0.9656
H 6.6329 1.3089 0.8814
H 3.2207 2.6363 -1.2858
H 4.8374 2.9804 -1.8322
H 4.0656 1.4300 -2.1701
C -1.8306 -0.0011 2.9718
O -0.8882 0.8073 2.6075
N -1.8528 -0.3351 4.2494
C -2.8995 -1.3654 4.7647
C -0.8663 0.1787 5.2148
H -2.6682 -0.4031 2.3810
H -3.6226 -1.7426 4.0416
H -3.3961 -0.8582 5.5919
H -2.2828 -2.1780 5.1487
H -0.0364 0.7334 4.7770
H -1.3074 0.9029 5.8996
H -0.3874 -0.6778 5.6893
O -2.1438 -0.2151 -4.7370
C -1.1177 -0.6093 -5.2908
O 0.1626 -0.7087 -4.6940
C 0.2844 -0.5001 -3.3013
C 1.6143 -0.0326 -3.0770
C -0.9560 -1.0369 -6.7633
H 0.1720 -1.3328 -2.6070
H -0.4624 0.2385 -3.0099
H 2.2509 -0.8386 -3.4420
H 1.8934 0.0411 -2.0259
H 1.8703 0.9025 -3.5750
H -0.1717 -1.7837 -6.8860
H -0.6760 -0.2483 -7.4618
H -1.8383 -1.6207 -7.0256
O -3.4903 -3.9287 2.1106
C -2.3481 -3.7235 1.8330
O -1.9646 -2.9367 0.8314
C -2.9512 -2.3497 -0.0112
C -2.4003 -1.3723 -1.0725
C -1.1522 -4.2217 2.5465
H -3.7039 -1.8216 0.5742
H -3.6020 -3.0371 -0.5516
H -1.6399 -1.9511 -1.5967
H -1.8845 -0.4979 -0.6757
H -3.1017 -1.0067 -1.8225
H -0.9284 -3.3955 3.2214
H -0.2475 -4.2633 1.9399
H -1.2497 -5.1438 3.1194

Forces on the atoms, in the same order (eV/Å):
-0.06 -1.62 0.75
-1.65 -0.88 0.69
1.72 -0.77 -3.64
-1.32 0.41 -0.92
0.40 -0.33 2.52
-0.30 -0.24 0.02
0.42 0.55 0.29
0.55 0.74 0.28
1.52 -1.16 0.72
-2.97 3.19 -0.26
0.53 0.33 -3.26
-0.39 -0.88 0.77
-0.81 -0.67 1.20
0.46 -0.30 0.16
-0.12 0.10 0.30
0.54 1.00 0.12
-0.20 -0.82 0.28
0.31 -0.19 0.42
0.46 -0.15 -0.38
-0.04 0.65 -0.26
1.15 -1.18 -0.77
-0.27 1.02 -0.32
-2.25 0.28 -0.42
0.15 0.93 0.18
0.26 0.24 0.68
-0.01 0.32 -0.17
0.36 0.05 -0.25
0.09 -0.24 0.37
0.11 -0.38 -0.39
0.09 -0.09 0.64
0.13 -0.11 0.06
0.48 -0.46 0.42
2.44 1.65 1.55
-1.57 -0.62 -0.99
-1.72 -1.27 -0.44
1.84 1.40 0.51
0.32 -0.22 -0.18
0.59 0.23 -0.34
0.37 0.39 -0.33
-0.15 -0.27 -0.04
-0.35 -0.15 0.05
-0.38 -0.25 -0.59
-0.33 -0.51 0.28
-0.35 0.11 0.47
2.73 -0.99 -0.87
0.04 0.56 0.16
-2.13 -0.64 -0.47
-2.24 0.82 0.51
3.21 0.49 0.44
-0.12 -0.97 0.80
-0.65 -0.71 -0.78
-0.30 0.05 0.12
0.51 0.26 -0.30
-0.37 0.16 0.23
-0.01 -0.04 -0.17
0.32 0.18 0.51
-0.59 0.24 0.25
-0.34 0.73 -0.34
-0.66 0.01 0.26
-0.20 -0.80 -0.14
0.55 1.03 -1.64
-1.94 1.55 -0.67
1.22 -0.87 0.47
1.10 0.21 0.64
0.14 0.09 0.59
0.57 -0.82 0.19
0.07 0.22 -0.33
0.06 -0.06 0.41
-0.41 -0.46 0.27
0.12 -0.05 0.54
-0.30 -0.19 -0.31
-0.42 0.22 -0.16

A cluster of 5 separate species, C19H40NO9P in total. Source: the Open Molecules 2025 dataset; level of theory: ωB97M-V/def2-TZVPD.

Computed properties:
**SMILES string**: C#CCCC[C@H]1OC(=O)O[C@@]1(COC(C)=O)[PH2]=N.CCO.CCO.CCO.CCO
**LUMO**: 0.52 eV
**Kohn-Sham gap**: 8.913 eV

Positions of all 70 atoms, in Å:
C 2.7187 2.5439 1.7864
C 3.3290 1.9486 0.9432
C 3.9097 1.0686 -0.0843
C 2.9308 -0.1042 -0.3666
C 1.7302 0.4894 -1.1469
C 0.7275 -0.6323 -1.4696
O 1.2350 -1.9724 -1.5515
C 0.3267 -2.7057 -0.8085
O 0.6330 -3.6328 -0.1559
O -0.8923 -2.0983 -0.9577
C -0.5998 -0.6890 -0.6670
C -1.8009 0.0721 -1.2695
O -2.4971 0.8966 -0.3413
C -1.9107 2.1039 -0.0738
C -1.1898 2.9484 -1.1172
O -2.0156 2.5381 1.0315
P -0.5377 -0.7156 1.2247
N -1.6129 -1.7422 1.7565
H 2.0666 3.0906 2.4192
H 4.8900 0.7046 0.2296
H 4.0330 1.5973 -1.0327
H 2.6156 -0.5949 0.5520
H 3.4560 -0.7776 -1.0425
H 1.2716 1.3250 -0.6130
H 2.1132 0.8573 -2.1018
H 0.4033 -0.4695 -2.5107
H -2.5025 -0.7031 -1.5736
H -1.4956 0.5766 -2.1877
H -1.1722 2.5424 -2.1267
H -0.2053 3.1929 -0.7213
H -1.7453 3.8872 -1.1708
H -0.8097 0.5578 1.7667
H 0.7368 -1.1510 1.6540
H -2.2783 -1.2620 2.3520
C -5.9212 -0.8955 -3.7473
C -5.3573 0.4381 -3.2976
O -4.1135 0.7079 -3.9527
H -5.2152 -1.6998 -3.5331
H -6.8625 -1.1086 -3.2426
H -6.0930 -0.8974 -4.8274
H -5.1667 0.4313 -2.2267
H -6.0573 1.2486 -3.5164
H -4.2773 0.7260 -4.8998
C 5.9569 1.7321 4.3747
C 5.5014 0.5507 3.5403
O 6.4604 0.2454 2.5267
H 6.1091 2.6075 3.7420
H 5.2211 1.9764 5.1427
H 6.9114 1.5165 4.8621
H 4.5625 0.7758 3.0391
H 5.3538 -0.3336 4.1700
H 7.2903 0.0348 2.9650
C -8.7725 1.8902 0.1848
C -8.8288 0.6423 -0.6763
O -7.5411 0.3261 -1.2024
H -8.4021 2.7364 -0.3952
H -9.7589 2.1390 0.5795
H -8.0867 1.7498 1.0237
H -9.4971 0.7923 -1.5232
H -9.1942 -0.2107 -0.0954
H -6.9498 0.1817 -0.4567
C 7.1724 -3.8707 1.1551
C 5.9244 -3.0846 1.5145
O 4.9348 -3.2119 0.4943
H 7.5813 -3.5211 0.2063
H 7.9373 -3.7679 1.9274
H 6.9402 -4.9319 1.0340
H 6.1553 -2.0252 1.6135
H 5.5039 -3.4359 2.4636
H 4.7170 -4.1448 0.4087

Forces on the atoms, in the same order (eV/Å):
-0.24 0.10 -0.24
0.14 -0.28 -0.35
-0.33 -0.32 0.41
0.27 1.46 -0.63
0.61 -1.71 0.26
-0.96 1.68 -2.08
-0.18 0.36 1.76
0.68 0.55 -1.01
-0.45 -0.79 -0.01
0.15 -0.37 1.07
0.67 -1.27 -0.49
0.01 -0.57 -0.12
0.97 0.45 -0.59
-0.07 0.41 0.00
-0.58 -0.30 -0.21
-0.24 0.20 0.67
-1.97 -0.91 1.40
0.36 0.43 -0.10
0.12 0.11 0.27
-0.04 0.02 0.07
0.16 0.20 0.16
0.20 -0.15 -0.09
-0.16 -0.38 0.34
-0.13 -0.17 0.05
-0.02 0.17 0.14
-0.17 0.30 0.22
-0.05 0.10 0.10
-0.09 0.25 0.22
0.27 -0.03 0.12
0.06 -0.14 -0.20
0.00 -0.07 0.12
0.84 0.19 -0.50
0.25 0.53 -0.72
-0.14 -0.11 -0.08
0.01 -0.08 0.00
-0.05 -0.13 -0.46
0.23 0.08 0.27
0.00 0.02 0.05
0.00 0.03 -0.01
-0.06 0.04 0.01
0.14 0.10 -0.04
-0.08 -0.03 0.17
0.00 -0.02 -0.01
-0.01 0.06 -0.04
0.32 -0.04 0.20
-0.15 0.01 -0.17
-0.09 -0.01 -0.02
0.03 0.00 0.02
-0.06 -0.04 0.08
0.05 -0.04 -0.10
-0.12 0.04 0.04
0.03 0.03 -0.02
0.00 0.05 -0.04
0.25 0.02 0.31
-0.16 0.02 -0.13
-0.06 -0.01 -0.04
0.02 0.00 0.03
-0.08 -0.04 0.05
0.10 -0.07 -0.08
-0.15 0.05 -0.02
0.01 -0.01 0.00
0.02 0.01 0.00
-0.05 -0.35 -0.17
0.04 0.28 0.02
0.01 0.07 0.04
0.00 -0.05 -0.01
0.02 -0.01 0.10
-0.14 0.02 -0.06
0.11 0.06 0.08
-0.08 0.01 -0.02

A structure of composition C19H40NO9S4. Source: the Open Molecules 2025 dataset; level of theory: ωB97M-V/def2-TZVPD.

Computed properties:
**Charge**: +1
**LUMO**: -2.81 eV
**Kohn-Sham gap**: 9.485 eV

Positions of all 73 atoms, in Å:
C 0.0601 -0.4872 -0.2972
C 0.3651 0.9878 -0.2562
O 1.5451 1.3358 0.1278
N -0.7239 2.0178 -0.2522
H -1.7079 1.7388 -0.0692
H -0.4389 2.7908 0.5518
C -0.7119 2.8438 -1.5192
H -0.1729 -0.6092 -1.2472
H -0.8549 -0.7002 0.4328
H 0.8881 -0.9062 0.1198
H 0.2151 3.3978 -1.7492
H -1.2489 3.6158 -1.3202
H -0.8489 2.1588 -2.5252
C 4.5121 -1.1712 3.7788
C 4.4721 0.2988 3.2368
C 3.3261 0.4308 2.5228
S 2.0821 -0.3872 3.4408
O 1.0221 -0.9142 2.6518
O 1.8361 0.6608 4.4388
C 3.1801 -1.6952 4.0668
H 5.3301 -1.1842 4.5898
H 4.9421 -1.8812 2.9168
H 5.5151 0.4578 2.8178
H 4.2051 1.1118 4.0448
H 3.4211 -0.0222 1.5788
H 3.0581 1.5198 2.2588
H 2.8301 -2.4952 3.3588
H 3.0331 -1.8872 5.1488
C 4.5061 0.7128 -4.4082
C 4.9081 1.1158 -3.0652
C 3.8491 1.2788 -2.2072
S 2.6991 0.0558 -2.9592
O 1.4191 0.5168 -3.2312
O 2.8811 -1.0982 -2.0752
C 3.5611 -0.5012 -4.3652
H 5.4051 0.8078 -4.8852
H 4.0571 1.7368 -4.9382
H 5.4771 2.0698 -3.0752
H 5.6941 0.3738 -2.7792
H 3.2951 2.3068 -2.3632
H 3.9701 1.0818 -1.0952
H 2.8901 -0.4432 -5.1452
H 4.1671 -1.4952 -4.2372
C -4.7059 -1.0872 2.9558
C -3.4749 -1.5172 3.8178
C -2.4149 -0.9762 3.0938
S -2.8739 0.7498 2.8778
O -2.2199 1.1838 1.6818
O -2.8579 1.5138 4.0568
C -4.5409 0.4048 2.6058
H -5.5869 -1.1182 3.5748
H -4.8929 -1.6892 2.0908
H -3.3169 -2.5982 3.9918
H -3.6619 -1.0202 4.7188
H -2.3169 -1.3102 2.0928
H -1.5639 -0.9932 3.5888
H -4.6669 0.8108 1.6418
H -5.2229 1.1488 3.1868
C -3.3129 -2.1362 -2.6722
C -2.9549 -1.0942 -3.6642
C -3.7519 0.0508 -3.3882
S -3.9119 0.1658 -1.6852
O -5.1189 0.6988 -1.2062
O -2.7409 0.7158 -1.1772
C -3.8199 -1.4942 -1.3702
H -2.5129 -2.9262 -2.5432
H -4.1579 -2.3852 -3.0502
H -3.1399 -1.4592 -4.6652
H -1.8669 -0.8832 -3.4372
H -4.8529 0.0138 -3.6292
H -3.5069 1.1718 -3.8892
H -4.8409 -1.9472 -1.0042
H -3.1059 -1.5422 -0.6092

Forces on the atoms, in the same order (eV/Å):
-3.38 3.13 4.40
5.09 0.25 4.48
-5.83 -0.33 -2.51
2.46 3.80 0.98
0.57 -0.77 0.05
-0.80 -2.80 -2.14
4.13 -5.38 -3.79
-1.08 -1.86 -4.49
1.75 0.61 -1.73
2.27 -1.63 0.45
0.52 -1.07 0.76
-4.81 4.34 0.52
-0.37 1.87 2.91
4.57 -0.52 -1.37
5.04 0.67 5.30
-3.81 2.32 -5.66
0.69 3.02 2.31
-1.12 -0.66 -0.63
-0.64 -1.61 -0.16
-2.38 -0.61 0.16
-1.69 -0.39 -0.89
-0.57 1.80 1.64
-1.64 0.38 0.07
1.77 -1.78 -0.37
-0.26 -1.03 -1.64
-0.17 -1.72 0.76
0.66 0.16 1.25
-0.48 -0.04 -0.82
-2.09 3.89 -2.47
6.46 0.59 -0.57
-5.97 1.82 2.87
3.35 -4.58 4.69
-3.89 1.90 -1.03
-0.94 0.45 0.19
3.64 0.66 0.31
2.21 -1.47 -2.20
-0.02 -2.67 1.25
0.00 -0.52 -0.40
-0.75 0.27 0.53
1.15 -1.75 0.40
-0.38 0.04 -1.56
-1.26 -0.45 -1.92
-1.66 1.90 0.02
-1.05 0.22 0.81
-3.74 -2.25 -0.50
0.03 2.94 -2.22
-0.38 -1.64 0.10
0.77 0.96 -1.02
1.18 1.38 1.99
-1.75 1.21 1.05
-0.48 -0.42 0.07
0.16 -0.44 -0.57
-0.67 0.46 -0.10
0.32 0.51 1.80
0.20 -0.71 -0.95
4.53 -0.06 1.96
-0.65 -0.62 -1.86
1.47 -1.56 -0.34
3.96 0.19 2.93
4.06 -0.54 -0.44
-3.29 6.09 -2.12
-1.88 -0.48 -0.36
-2.21 1.14 0.27
4.21 2.03 1.46
-1.86 -2.82 0.28
-1.36 0.76 -0.20
-5.30 -3.56 -2.43
0.56 -0.08 -0.29
-0.87 0.24 -1.09
0.89 -0.68 -0.44
-0.16 -3.11 1.51
2.04 0.99 -0.76
0.96 -0.37 1.48